Entry from the OMol25 dataset: 5 unconnected molecules or ions with the total composition C47H76N6O5S2 at a distorted geometry (wB97M-V/def2-TZVPD).

```
! wB97M-V def2-TZVPD RIJCOSX def2/J DEFGRID3
* xyz 0 1
C -7.054 4.270 3.109
C -6.377 4.513 1.719
C -5.292 3.414 1.498
C -5.491 2.730 0.115
C -4.442 1.572 0.014
C -5.098 0.206 0.286
C -4.217 -0.846 0.959
C -4.854 -1.644 1.898
C -4.244 -2.674 2.593
S -5.172 -3.622 3.779
C -2.904 -2.920 2.320
O -2.224 -3.951 2.938
C -2.230 -5.092 2.032
C -1.986 -6.433 2.747
C -1.092 -6.240 3.998
C -3.249 -7.273 3.064
C -4.258 -7.368 1.905
C -3.966 -6.877 4.395
C -2.250 -2.111 1.409
C -2.852 -1.066 0.701
N -2.133 -0.280 -0.262
C -0.796 0.078 0.138
C -0.323 1.358 -0.175
C -1.129 2.404 -0.909
C -0.985 2.329 -2.477
C 0.385 1.852 -2.924
C 1.403 2.730 -3.244
C 2.634 2.299 -3.661
C 2.897 0.940 -3.745
C 1.901 0.035 -3.424
C 0.629 0.488 -3.018
C 0.976 1.708 0.168
C 1.809 0.841 0.840
C 1.363 -0.438 1.163
N 2.242 -1.322 1.856
C 1.856 -1.475 3.279
C 1.978 -0.148 4.093
C 0.618 0.596 4.220
C 0.081 -0.787 0.789
S -0.514 -2.443 1.122
H -7.447 5.237 3.450
H -6.317 3.895 3.827
H -7.874 3.553 2.984
H -5.843 5.472 1.768
H -7.112 4.492 0.909
H -4.266 3.804 1.532
H -5.356 2.598 2.235
H -5.325 3.437 -0.708
H -6.489 2.270 0.068
H -4.052 1.551 -1.014
H -3.579 1.773 0.657
H -5.567 -0.201 -0.622
H -5.930 0.399 0.985
H -5.907 -1.454 2.117
H -5.537 -2.759 4.755
H -3.150 -5.043 1.437
H -1.399 -4.955 1.317
H -1.373 -7.043 2.062
H -0.121 -5.802 3.729
H -0.908 -7.246 4.404
H -1.545 -5.574 4.737
H -2.889 -8.302 3.242
H -5.053 -8.100 2.073
H -4.754 -6.384 1.820
H -3.742 -7.503 0.942
H -3.583 -5.947 4.825
H -3.792 -7.662 5.147
H -5.051 -6.778 4.275
H -2.138 -0.708 -1.185
H -2.197 2.366 -0.705
H -0.791 3.412 -0.628
H -1.754 1.694 -2.937
H -1.125 3.348 -2.868
H 1.255 3.812 -3.190
H 3.430 2.993 -3.930
H 3.880 0.611 -4.079
H 2.137 -1.021 -3.539
H -0.170 -0.218 -2.797
H 1.361 2.693 -0.102
H 2.823 1.160 1.084
H 3.168 -0.908 1.810
H 0.835 -1.866 3.364
H 2.529 -2.206 3.749
H 2.681 0.537 3.608
H 2.291 -0.413 5.112
H 0.419 1.126 3.278
H 0.655 1.349 5.018
H -0.205 -0.112 4.387
C 6.057 3.714 2.498
N 5.575 2.582 3.270
C 5.794 1.238 2.767
C 4.929 2.738 4.443
O 4.502 1.831 5.130
H 5.583 3.706 1.514
H 7.139 3.636 2.380
H 5.822 4.650 2.997
H 4.833 0.738 2.631
H 6.378 0.666 3.490
H 6.323 1.275 1.818
H 4.816 3.797 4.736
C 0.109 -3.216 -7.437
N 0.046 -3.363 -5.997
C 0.068 -4.695 -5.418
C -0.031 -2.299 -5.173
O -0.084 -2.366 -3.958
H -0.743 -3.728 -7.892
H 1.036 -3.662 -7.805
H 0.086 -2.167 -7.715
H -0.839 -4.855 -4.834
H 0.926 -4.790 -4.751
H 0.132 -5.443 -6.205
H -0.039 -1.335 -5.707
C 3.113 8.041 3.591
N 4.532 7.959 3.300
C 5.466 8.716 4.116
C 5.015 7.202 2.296
O 6.190 7.090 2.002
H 2.781 9.077 3.497
H 2.928 7.696 4.610
H 2.545 7.422 2.898
H 6.026 9.407 3.484
H 6.174 8.034 4.590
H 4.929 9.274 4.879
H 4.225 6.668 1.739
C 4.958 -2.565 -9.263
N 3.841 -1.683 -8.989
C 3.444 -0.709 -9.992
C 3.155 -1.735 -7.830
O 2.212 -1.021 -7.546
H 5.858 -1.971 -9.439
H 4.743 -3.161 -10.153
H 5.133 -3.233 -8.422
H 3.516 0.296 -9.574
H 2.408 -0.887 -10.284
H 4.088 -0.789 -10.865
H 3.534 -2.505 -7.136
*
```

Calculated values
Total energy: -90820.2428 eV
LUMO: 0.0164 Eh
SMILES: CCCCCCc1cc(S)c(OC[C@@H](C)C(C)C)c2c1Nc1c(CCc3ccccc3)ccc(NCCC)c1S2.CN(C)C=O.CN(C)C=O.CN(C)C=O.CN(C)C=O
HOMO: -7.414 eV
Orbital gap: 7.859 eV

Atomic partial charges in e from the Mulliken method, atoms 1 to 2:
1 C -1.20
2 C -0.45

***

Entry from the OMol25 dataset: a molecular structure, C2AgLiO4 at a distorted geometry (wB97M-V/def2-TZVPD).

```
! wB97M-V def2-TZVPD RIJCOSX def2/J DEFGRID3
* xyz 0 1
O -1.547 0.826 1.376
C -2.203 0.900 2.333
O -2.799 0.992 3.314
O 1.131 -0.075 -2.436
O 1.526 -1.601 -0.974
C 1.163 -1.371 -2.215
Ag 3.061 0.063 -1.234
Li -0.332 0.266 -0.163
*
```

Calculated values
Total energy: -14465.9440 eV
LUMO (alpha / beta): -0.0287 / -0.0287 Eh
HOMO (alpha / beta): -6.358 / -6.356 eV
Orbital gap (alpha / beta): 5.577 / 5.575 eV

Atomic partial charges in e from the Mulliken method, atoms 1 to 2:
1 O -0.50
2 C 0.71

***

Entry from the OMol25 dataset: C5H8N2O in the gas phase at a distorted geometry (wB97M-V/def2-TZVPD).

```
! wB97M-V def2-TZVPD RIJCOSX def2/J DEFGRID3
* xyz 0 1
C -0.668 0.989 1.935
C 1.299 -0.935 -1.956
N -0.750 0.061 0.825
C -0.428 0.457 -0.582
C 0.485 -0.474 -0.814
C 0.300 -1.038 0.632
O -1.021 1.483 -1.210
N -0.982 -1.379 0.959
H -1.964 1.499 -0.997
H 1.167 -1.134 1.291
H -0.611 0.417 2.859
H -1.569 1.604 1.963
H 0.209 1.633 1.835
H 1.044 -1.967 -2.203
H 1.126 -0.308 -2.830
H 2.362 -0.907 -1.709
*
```

Calculated values
Total energy: -10337.0287 eV
LUMO: 0.0222 Eh
HOMO: -7.387 eV
Orbital gap: 7.990 eV

Atomic partial charges in e from the Mulliken method, atoms 1 to 2:
1 C -0.91
2 C -1.28

***

Entry from the OMol25 dataset: a gas-phase ion, C6H9N2 (charge +1) at a distorted geometry (wB97M-V/def2-TZVPD).

```
! wB97M-V def2-TZVPD RIJCOSX def2/J DEFGRID3
* xyz 1 1
C 3.016 -0.017 0.124
C 1.994 -0.632 0.301
N 1.033 -1.613 0.573
C -0.168 -1.345 0.324
N -0.683 -0.215 0.093
C -2.075 -0.337 -0.363
C -0.041 1.030 0.345
C -0.002 1.999 -0.570
H 3.581 0.963 -0.082
H 1.242 -2.543 0.885
H -0.956 -2.143 0.298
H -2.709 0.475 -0.418
H -2.148 -0.889 -1.260
H -2.645 -1.078 0.361
H 0.467 1.107 1.216
H 0.546 2.889 -0.285
H -0.454 2.350 -1.544
*
```

Calculated values
Total energy: -9336.7451 eV
LUMO: -0.1416 Eh
SMILES: C#C/[NH+]=C\N(C)C=C
HOMO: -13.736 eV
Orbital gap: 9.883 eV

Atomic partial charges in e from the Mulliken method, atoms 1 to 2:
1 C -0.27
2 C -0.12

***

Entry from the OMol25 dataset: C4H9NO in the gas phase (wB97M-V/def2-TZVPD).

```
! wB97M-V def2-TZVPD RIJCOSX def2/J DEFGRID3
* xyz 0 1
C 1.762 -0.122 0.073
C 0.622 0.349 -0.824
N -0.690 0.212 -0.200
C -1.268 -1.102 0.028
C -1.103 1.224 0.617
O -0.449 2.202 0.915
H 2.728 0.022 -0.422
H 1.669 -1.186 0.318
H 1.759 0.457 1.001
H 0.620 -0.187 -1.781
H 0.747 1.413 -1.041
H -0.478 -1.835 0.224
H -1.888 -1.459 -0.803
H -1.887 -1.063 0.930
H -2.144 1.076 0.964
*
```

Calculated values
Total energy: -7831.5339 eV
LUMO: 0.0344 Eh
SMILES: CCN(C)C=O
HOMO: -9.379 eV
Orbital gap: 10.314 eV

Atomic partial charges in e from the Mulliken method, atoms 1 to 2:
1 C -0.96
2 C -0.55

***

Entry from the OMol25 dataset: 11 unconnected molecules or ions with the total composition C22H69N15O11 at a distorted geometry (wB97M-V/def2-TZVPD).

```
! wB97M-V def2-TZVPD RIJCOSX def2/J DEFGRID3
* xyz 0 1
C 0.783 5.453 -1.668
O -0.048 4.816 -0.685
C 0.742 4.091 0.311
C -0.323 3.604 1.435
C -1.280 4.686 1.929
N 0.145 2.850 2.621
H 1.583 4.729 -1.826
H 1.222 6.377 -1.292
H 0.384 5.655 -2.662
H 1.258 3.245 -0.145
H 1.349 4.810 0.861
H -1.060 2.990 0.917
H -1.671 5.323 1.136
H -0.885 5.391 2.660
H -2.180 4.165 2.254
H -0.670 2.502 3.106
H 0.823 3.365 3.165
C -5.155 2.543 6.025
O -5.578 1.936 4.889
C -4.573 1.058 4.276
C -3.682 1.911 3.333
C -4.465 2.409 2.081
N -2.491 1.149 2.853
H -5.809 3.406 6.153
H -4.179 3.024 6.092
H -4.996 1.819 6.824
H -3.829 0.603 4.929
H -5.127 0.242 3.813
H -3.296 2.700 3.978
H -3.733 2.952 1.484
H -5.283 3.091 2.311
H -4.650 1.544 1.444
H -2.740 0.176 2.963
H -1.774 1.138 3.563
C -2.717 -5.521 -4.011
O -1.600 -5.289 -3.142
C -1.892 -4.680 -1.928
C -0.713 -4.443 -0.986
C -0.135 -5.682 -0.219
N -1.209 -3.427 -0.042
H -3.379 -6.261 -3.561
H -2.592 -5.867 -5.037
H -3.340 -4.642 -4.182
H -2.374 -3.747 -2.220
H -2.652 -5.229 -1.373
H 0.037 -3.994 -1.637
H -0.978 -5.984 0.402
H 0.710 -5.460 0.432
H 0.134 -6.499 -0.888
H -0.610 -3.503 0.767
H -0.904 -2.568 -0.478
N 1.644 -0.438 0.746
C 0.665 -0.543 -0.107
N -0.418 0.138 0.190
O 0.784 -1.124 -1.128
H 2.374 -1.136 0.725
H 1.616 0.173 1.549
H -1.174 0.074 -0.477
H -0.404 0.652 1.060
N 4.882 -3.582 -0.991
C 3.812 -3.386 -0.233
N 3.331 -4.468 0.287
O 3.584 -2.253 0.107
H 4.983 -4.484 -1.433
H 5.258 -2.738 -1.400
H 3.398 -5.379 -0.143
H 2.846 -4.345 1.164
N 3.591 2.045 1.705
C 3.581 1.429 2.868
N 4.787 1.391 3.257
O 2.599 0.904 3.398
H 2.707 2.341 1.317
H 4.499 2.167 1.282
H 4.945 0.766 4.034
H 5.528 2.065 3.126
N 4.922 -3.258 4.409
C 4.577 -2.004 4.314
N 3.537 -1.848 3.606
O 5.095 -1.071 4.832
H 5.749 -3.203 4.986
H 4.549 -4.015 3.854
H 3.058 -0.968 3.479
H 3.038 -2.721 3.510
N 3.752 0.733 -1.761
C 3.101 1.303 -2.743
N 1.876 1.165 -2.450
O 3.612 1.972 -3.598
H 4.716 0.490 -1.939
H 3.293 0.470 -0.900
H 1.475 0.433 -1.880
H 1.296 1.850 -2.915
N -3.424 3.945 -2.005
C -2.924 2.815 -2.262
N -1.714 2.679 -1.704
O -3.528 1.910 -2.757
H -2.937 4.587 -1.397
H -4.260 4.242 -2.488
H -1.270 1.772 -1.717
H -1.293 3.514 -1.322
C -2.886 -1.295 -3.732
C -2.080 -0.728 -2.582
O -2.951 -0.450 -1.517
H -2.238 -1.153 -4.597
H -3.733 -0.687 -4.049
H -3.089 -2.361 -3.630
H -1.628 0.165 -3.015
H -1.252 -1.359 -2.262
H -3.486 0.327 -1.691
C 0.707 -1.472 -4.370
C 1.961 -1.397 -5.245
O 2.035 -0.122 -5.983
H 0.716 -0.585 -3.737
H 0.640 -2.380 -3.771
H -0.161 -1.437 -5.029
H 1.980 -2.290 -5.871
H 2.828 -1.386 -4.585
H 2.326 0.594 -5.415
*
```

Calculated values
Total energy: -68806.5394 eV
LUMO: 0.0014 Eh
SMILES: COC[C@H](C)N.COC[C@H](C)N.COC[C@H](C)N.NC(N)=O.NC(N)=O.NC(N)=O.NC(N)=O.NC(N)=O.NC(N)=O.CCO.CCO
HOMO: -9.186 eV
Orbital gap: 9.223 eV

Atomic partial charges in e from the Mulliken method, atoms 1 to 2:
1 C -0.94
2 O -0.43

***

Entry from the OMol25 dataset: 2 unconnected molecules or ions with the total composition H5NO at a distorted geometry (wB97M-V/def2-TZVPD).

```
! wB97M-V def2-TZVPD RIJCOSX def2/J DEFGRID3
* xyz 0 1
N -0.725 1.331 2.128
H -0.689 2.330 2.142
H -0.414 0.781 2.899
H -0.222 1.029 1.316
O 0.379 -1.738 -2.643
H 1.193 -1.230 -2.626
H 0.478 -2.504 -3.215
*
```

Calculated values
Total energy: -3618.5427 eV
LUMO: 0.0355 Eh
SMILES: N.O
HOMO: -9.730 eV
Orbital gap: 10.696 eV

Atomic partial charges in e from the Mulliken method, atoms 1 to 2:
1 N -0.62
2 H 0.21

***

Entry from the OMol25 dataset: a molecular structure, C8H9N2O3 at a distorted geometry (wB97M-V/def2-TZVPD).

```
! wB97M-V def2-TZVPD RIJCOSX def2/J DEFGRID3
* xyz 1 1
C -2.020 -0.628 2.120
C -1.093 -1.584 1.705
C -2.178 0.549 1.353
C -0.477 -1.501 0.534
C -1.521 0.647 0.126
C -0.581 -0.345 -0.227
C 1.623 0.784 -0.778
C 0.130 -0.231 -1.579
N 2.553 0.070 -0.412
N 1.539 2.301 -0.568
O 0.425 2.721 -0.833
O 2.590 2.854 -0.299
O 0.778 -1.341 -2.043
H -2.685 -0.618 2.995
H -1.130 -2.440 2.415
H -3.028 1.178 1.541
H 0.184 -2.244 0.047
H -1.545 1.581 -0.335
H -0.295 0.474 -2.334
H 2.582 -1.020 -0.649
H 3.434 0.292 0.226
H 0.716 -1.500 -3.005
*
```

Calculated values
Total energy: -17551.6333 eV
LUMO: -0.2033 Eh
HOMO: -12.957 eV
Orbital gap: 7.426 eV

Atomic partial charges in e from the Mulliken method, atoms 1 to 2:
1 C -0.28
2 C -0.53